{"formula": "C30H19Cl5IrN7O2Se", "method": "ωB97M-V/def2-TZVPD", "symbols": ["Ir", "C", "C", "N", "O", "C", "C", "N", "O", "H", "H", "H", "H", "H", "H", "H", "Se", "N", "C", "C", "C", "C", "C", "N", "C", "C", "N", "C", "C", "C", "C", "C", "N", "H", "H", "H", "H", "H", "H", "Cl", "C", "C", "C", "Cl", "C", "Cl", "C", "Cl", "C", "Cl", "C", "C", "C", "C", "C", "C", "C", "C", "N", "H", "H", "H", "H", "H", "H"], "positions_angstrom": [[-0.588339, -0.123370, -0.325842], [-2.061130, -4.373948, -0.251462], [-1.265701, -3.126299, -0.059498], [-1.450334, -2.028153, -0.706372], [-2.415090, -2.079897, -1.720902], [-0.148459, -3.090339, 0.910646], [0.096633, -4.196231, 1.883737], [0.570102, -2.025490, 0.838449], [1.570504, -2.038352, 1.777926], [-2.619830, -4.336225, -1.181065], [-2.761198, -4.493759, 0.579253], [-1.411644, -5.248046, -0.260460], [-3.253138, -1.870109, -1.279546], [-0.681440, -4.952160, 1.845887], [0.147819, -3.794474, 2.895926], [1.060582, -4.667182, 1.682538], [-0.037605, 5.149556, -5.779310], [-0.203135, 5.223195, -4.002725], [-0.174441, 3.997887, -3.559094], [-0.295790, 3.656098, -2.141181], [-0.421813, 4.595199, -1.136959], [-0.518901, 4.117766, 0.168630], [-0.521436, 2.769165, 0.433618], [-0.443248, 1.819143, -0.541290], [-0.289958, 2.293400, -1.817633], [-0.097551, 1.274527, -2.805404], [-0.043400, 0.015676, -2.308009], [0.158240, -0.985645, -3.185100], [0.276624, -0.779623, -4.543878], [0.210433, 0.510877, -5.058560], [0.034930, 1.556146, -4.171436], [-0.022659, 2.962557, -4.563070], [0.067429, 3.366095, -5.799044], [-0.429344, 5.649602, -1.369614], [-0.592049, 4.802475, 1.002385], [-0.591167, 2.392218, 1.441326], [0.222322, -1.975697, -2.755645], [0.427402, -1.630567, -5.192763], [0.298302, 0.710075, -6.117175], [-3.796673, 0.519390, -0.577343], [-3.213029, 0.353962, 1.067716], [-1.841359, 0.157655, 1.306807], [-1.503255, 0.247163, 2.664784], [0.178062, 0.321438, 3.097145], [-2.427040, 0.374840, 3.702016], [-1.913819, 0.430810, 5.346819], [-3.780432, 0.464289, 3.405197], [-4.947122, 0.592565, 4.664639], [-4.172093, 0.484301, 2.070061], [-5.846104, 0.671780, 1.694973], [2.275298, 0.302465, -0.342585], [2.713502, 0.012943, 0.891351], [3.079917, 1.053556, 1.834895], [3.752625, 0.777703, 2.959447], [4.113128, -0.610496, 3.244813], [3.722981, -1.639366, 2.481593], [2.821961, -1.425703, 1.308485], [4.939471, -0.863239, 4.397057], [5.596787, -1.047686, 5.320905], [2.211728, -0.480743, -1.085155], [2.203380, 1.320133, -0.704743], [2.837683, 2.076829, 1.573908], [4.067366, 1.547837, 3.647967], [3.988350, -2.653280, 2.746600], [3.136163, -2.035239, 0.455361]], "forces_ev_per_angstrom": [[-1.126, -0.056, -0.863], [0.001, -0.035, -0.105], [0.408, 0.061, -0.084], [-0.096, 0.241, 0.861], [0.055, -0.482, -0.044], [-0.419, 0.326, -0.003], [0.018, 0.010, 0.128], [0.615, -0.307, -0.127], [-0.040, -0.064, -0.025], [-0.006, 0.011, 0.024], [-0.008, -0.004, -0.006], [0.010, -0.002, 0.004], [0.090, 0.382, -0.092], [-0.015, -0.010, -0.007], [0.000, 0.009, -0.011], [-0.002, 0.003, 0.007], [-0.003, -0.106, 0.106], [0.008, 0.016, -0.053], [0.002, 0.017, -0.028], [-0.037, -0.044, -0.026], [-0.005, -0.129, 0.117], [-0.018, 0.148, -0.033], [-0.087, -0.188, -0.144], [0.250, 0.671, 0.298], [0.135, -0.072, 0.062], [0.136, 0.034, 0.005], [0.024, -0.147, -0.259], [-0.002, 0.072, 0.057], [0.010, 0.021, -0.039], [-0.004, -0.086, 0.061], [-0.025, 0.015, 0.088], [0.008, 0.014, -0.021], [0.001, 0.062, -0.012], [-0.003, 0.017, 0.000], [-0.001, 0.006, 0.003], [0.006, 0.019, 0.018], [-0.022, -0.016, -0.018], [0.001, -0.001, -0.011], [0.018, 0.000, -0.011], [0.000, -0.097, 0.067], [-0.033, -0.020, -0.008], [-0.044, -0.098, 0.068], [0.088, 0.022, 0.018], [-0.017, -0.043, 0.003], [0.042, -0.013, -0.009], [-0.009, -0.003, -0.003], [-0.031, 0.013, -0.034], [0.002, -0.007, 0.000], [-0.067, 0.005, 0.074], [0.010, -0.003, -0.011], [0.685, -0.191, -0.075], [-0.174, 0.059, -0.052], [-0.007, 0.004, 0.119], [-0.078, -0.031, -0.156], [0.039, -0.041, 0.010], [0.020, 0.105, 0.022], [-0.055, -0.107, 0.013], [-0.006, -0.026, 0.035], [0.016, 0.001, 0.007], [-0.170, -0.004, 0.007], [-0.113, 0.046, 0.106], [-0.041, 0.009, 0.017], [-0.005, 0.012, 0.006], [0.049, -0.015, -0.045], [0.019, 0.020, 0.004]], "mol_weight_g_mol": 957.97, "total_charge": 0, "multiplicity": 1, "orbital_gap_ev": [5.730, 5.621], "lumo_energy_ev": [-0.857, -0.859]}